Entry from the OMol25 dataset: a molecular structure, C32H37BrNO3SiV (ωB97M-V/def2-TZVPD).

Computed properties:
Charge: -1
Multiplicity: 4
HOMO-LUMO gap (spin up / spin down) (eV): 5.668 / 6.959
M (g mol⁻¹): 642.59
E_LUMO (spin up / spin down) (eV): 2.61 / 2.61
E_tot (Eh): -5329.77533

```
76
C32H37BrNO3SiV, DFT ωB97M-V/def2-TZVPD
V -0.19828 -0.14061 -0.86385
C 0.59033 -1.52486 -2.47320
C 1.11144 -0.21675 -2.70019
C 1.92467 0.13695 -1.59952
C 1.90686 -0.95372 -0.67692
C 1.10878 -1.98620 -1.22432
C 1.02289 -3.37343 -0.66499
C 2.68459 -1.02235 0.60067
C 2.73327 1.38291 -1.42256
C 0.82159 0.62287 -3.90607
C -0.16182 -2.33226 -3.48317
H 0.51486 -4.04806 -1.35303
H 0.48515 -3.41519 0.28436
H 2.02589 -3.77807 -0.49536
H 3.75307 -1.18073 0.41516
H 2.33213 -1.83924 1.23206
H 2.58800 -0.10590 1.18728
H 3.78950 1.21265 -1.65647
H 2.67922 1.74804 -0.39559
H 2.38135 2.18836 -2.06955
H 1.07661 1.66869 -3.73453
H -0.23893 0.59919 -4.16338
H 1.38774 0.27864 -4.77799
H 0.51712 -2.84481 -4.17579
H -0.82436 -1.70731 -4.08357
H -0.78798 -3.09218 -3.01810
C -2.39698 -3.85890 -0.51789
Si -3.07709 -2.10212 -0.62027
C -4.64755 -2.15883 0.42536
C -3.61211 -1.83602 -2.42881
N -1.99586 -0.91900 -0.05007
C -2.51168 0.09267 0.74934
C -3.51650 0.97570 0.33918
C -3.99830 1.98738 1.15682
C -3.48818 2.15102 2.43459
C -2.48314 1.29835 2.87846
C -2.00321 0.30879 2.04215
O -1.01561 -0.57396 2.44617
C -0.01145 -0.16067 3.25834
C 0.58338 1.09257 3.13263
C 1.65565 1.40978 3.95016
C 2.14499 0.50056 4.88043
C 1.55041 -0.74861 4.98395
C 0.47313 -1.08311 4.17849
H -3.23389 -4.55326 -0.62005
H -1.92801 -4.02998 0.45121
H -1.67288 -4.10280 -1.28991
H -5.30194 -2.95693 0.07081
H -5.20697 -1.22567 0.40394
H -4.39728 -2.36175 1.46790
H -3.41974 -2.70190 -3.06324
H -3.07343 -0.98660 -2.85178
H -4.68016 -1.61442 -2.48791
H -3.89064 0.87016 -0.67271
H -4.76295 2.65718 0.78503
H -3.85683 2.93438 3.08357
H -2.07032 1.40582 3.87352
H 0.21971 1.78056 2.38050
H 2.12524 2.38077 3.84465
H 2.98214 0.76381 5.51367
H 1.92349 -1.47195 5.69793
H 0.00080 -2.05349 4.23411
Br -2.65440 3.86562 -2.74311
C -1.19819 4.56244 -1.74904
C -0.95768 5.92274 -1.90945
C 0.05078 6.54269 -1.18869
C 0.81226 5.81031 -0.28576
C 0.55979 4.45910 -0.13072
C -0.43377 3.80822 -0.86637
C -0.53608 2.30824 -0.67506
O 0.00262 1.78695 0.33272
O -1.10899 1.62412 -1.56051
H -1.57315 6.48444 -2.59743
H 0.23464 7.60006 -1.33325
H 1.59584 6.28326 0.29141
H 1.13242 3.85615 0.56199
```

Atomic partial charges in e from the Löwdin method, atoms 1 to 6: 0.81, -0.28, -0.29, -0.28, -0.29, -0.27